Molecular formula: C35H50BrCl2F4N4OS3SiW
Method: DFT, wB97M-V/def2-TZVPD

Last column: Mulliken charge in e.
Cartesian coordinates (Å):
W: 1.100744 0.675765 0.472402  0.952
C: -1.108711 1.566564 2.491935  -0.799
N: 0.204502 0.917600 2.629033  0.514
C: 0.080643 -0.300835 3.458606  -0.811
C: 1.226507 1.803243 3.216241  -0.714
C: 2.602588 1.208168 2.937190  -1.147
N: 2.557644 0.371538 1.717161  2.133
C: 3.760224 -0.320506 1.423253  -1.058
C: 3.710040 -1.676406 1.129690  0.253
F: 2.537296 -2.330436 1.152775  0.013
C: 4.853755 -2.383847 0.807945  0.213
F: 4.735576 -3.684458 0.536074  -0.299
C: 6.089992 -1.769133 0.765658  -0.657
C: 6.146536 -0.420606 1.058812  0.372
F: 7.305733 0.232443 1.012337  -0.305
C: 5.006315 0.297356 1.385735  0.356
F: 5.128072 1.615195 1.593272  -0.350
H: -1.289341 2.256714 3.323456  0.253
H: -1.859859 0.777059 2.519740  0.268
H: -0.983249 3.140248 1.317441  -0.384
H: -0.166207 -0.032776 4.489655  0.331
H: 1.021359 -0.848602 3.447026  0.307
H: -0.698624 -0.941403 3.051129  0.020
H: 1.063076 1.908721 4.294169  0.544
H: 1.123974 2.789100 2.761866  0.110
H: 2.951871 0.583348 3.763298  0.536
H: 3.314232 2.023397 2.802450  0.446
H: 6.979780 -2.323266 0.505004  0.544
S: 2.322622 0.090542 -1.385407  -0.393
C: 3.348348 1.494196 -1.741490  0.265
C: 4.370836 1.387231 -2.674782  -1.004
C: 5.157664 2.490943 -2.976847  0.617
C: 6.203049 2.358939 -3.951953  -0.401
N: 7.043414 2.238105 -4.723783  -0.458
C: 4.915232 3.711330 -2.331302  0.566
C: 3.896655 3.811780 -1.394386  -0.929
C: 3.108655 2.706962 -1.100428  0.327
S: 1.799801 2.852803 0.081785  -0.132
C: 5.705225 4.874895 -2.623931  -0.401
N: 6.326280 5.809605 -2.862653  -0.463
H: 4.561315 0.445097 -3.171589  0.563
H: 3.720090 4.758826 -0.902368  0.593
Cl: 0.128309 3.683194 -3.167976  -0.127
C: -0.168331 1.964811 -3.052873  -0.285
Cl: -0.961814 1.504942 -1.506933  0.032
H: 0.765645 1.412660 -3.090095  0.017
H: -0.862208 1.659577 -3.827241  0.492
C: -2.990432 -4.104516 -2.823016  -1.732
C: -1.789957 -3.394220 -2.159760  2.671
C: -0.579920 -4.337852 -2.217779  -2.005
C: -1.427640 -2.169488 -3.014427  -1.714
Si: -2.262146 -2.977495 -0.356888  -1.867
Br: -0.469585 -1.501473 0.204482  -0.168
C: -3.854886 -1.960188 -0.131376  2.841
C: -3.883675 -1.144113 1.167659  -1.855
C: -5.053528 -2.934189 -0.115735  -1.786
C: -4.050371 -0.971587 -1.288776  -2.009
C: -1.956744 -4.354780 0.928672  2.651
C: -0.486782 -4.767141 1.108057  -1.915
C: -2.735280 -5.601787 0.450785  -1.716
C: -2.488504 -3.962038 2.313188  -1.599
H: -2.687922 -4.426638 -3.823427  0.557
H: -3.850707 -3.449553 -2.947451  0.330
H: -3.315237 -4.997144 -2.287624  0.306
H: -0.329767 -4.503131 -3.269069  0.609
H: -0.774266 -5.314127 -1.778265  0.368
H: 0.302117 -3.912657 -1.735760  0.287
H: -1.218555 -2.527326 -4.026214  0.549
H: -0.528028 -1.668924 -2.653063  0.223
H: -2.220713 -1.429079 -3.086041  0.315
H: -3.956633 -1.755981 2.062880  0.332
H: -4.759221 -0.490505 1.144958  0.587
H: -3.002987 -0.505893 1.259052  0.100
H: -5.030196 -3.611653 0.736275  0.360
H: -5.137166 -3.528235 -1.025114  0.334
H: -5.972502 -2.347212 -0.030826  0.539
H: -3.225148 -0.262479 -1.372068  0.192
H: -4.960457 -0.396591 -1.097615  0.624
H: -4.177691 -1.462008 -2.250943  0.316
H: -0.052528 -5.206332 0.213807  0.337
H: -0.451376 -5.527932 1.892354  0.570
H: 0.156747 -3.948556 1.426644  0.352
H: -2.355887 -6.001411 -0.487898  0.320
H: -3.805269 -5.425390 0.339819  0.315
H: -2.619598 -6.387266 1.202906  0.542
H: -2.002780 -3.066362 2.707102  -0.077
H: -2.274566 -4.779731 3.006186  0.633
H: -3.564908 -3.802374 2.330804  0.346
O: -1.152061 2.167310 1.237525  0.157
S: -0.665941 5.257561 1.708356  -0.220
C: -0.263472 5.770815 -0.004777  0.373
C: -1.456119 6.593744 -0.485757  -0.771
C: -2.701080 5.974782 0.137328  -0.533
C: -2.395885 5.831808 1.622975  -0.495
H: -0.111466 4.882007 -0.615145  -0.466
H: 0.661265 6.343324 0.010419  0.430
H: -1.499076 6.608184 -1.575067  0.335
H: -1.350258 7.626163 -0.145492  0.317
H: -2.880548 4.987632 -0.298102  0.173
H: -3.593078 6.579092 -0.028073  0.379
H: -3.041328 5.113347 2.124698  0.345
H: -2.481549 6.788948 2.135557  0.391

Atoms 1-3, force components in eV/Å:
W 0.2087 0.8579 0.1089
C 0.0799 -0.2605 0.1273
N 0.0276 -0.2655 0.3145

Computed properties:
- Kohn-Sham gap (alpha / beta) (eV) = 7.053 / 6.927
- total charge = +1


Molecular formula: C35H50FeN4O5
Method: DFT, wB97M-V/def2-TZVPD

Last column: Mulliken charge in e.
Cartesian coordinates (Å):
Fe: 1.283584 -0.351781 1.363721  0.905
C: -5.405058 0.370361 -1.271664  -1.605
C: -4.914504 1.681660 -0.637540  1.982
C: -6.052370 2.260327 0.206175  -2.283
C: -4.566574 2.689279 -1.745556  -1.292
C: -3.649722 1.399708 0.171272  -0.578
C: -2.586474 0.816974 -0.419686  -0.612
C: -1.396868 0.561747 0.340274  -0.141
N: -0.278731 0.066653 -0.059038  -0.200
C: 0.047263 -0.425394 -1.314266  -1.412
C: -0.285930 0.127925 -2.523002  0.223
C: 0.145136 -0.483686 -3.707876  -0.831
C: 0.914486 -1.669332 -3.627181  -0.193
C: 1.307336 -2.257614 -2.455256  -0.521
C: 0.895819 -1.609082 -1.221634  2.033
O: 1.245830 -2.008326 -0.087833  -1.161
C: 2.177444 -3.504344 -2.403048  2.194
C: 1.444225 -4.618390 -1.637277  -1.657
C: 2.492455 -4.023569 -3.807782  -2.234
C: 3.511540 -3.172202 -1.709737  -1.486
C: -0.177710 0.093235 -5.074491  1.918
C: 1.141998 0.464221 -5.772596  -1.612
C: -0.921180 -0.964710 -5.906130  -1.634
C: -1.051876 1.344881 -4.986741  -2.045
C: -1.431824 0.763809 1.842954  1.334
O: -0.533630 0.249159 2.498767  -1.048
C: -2.555924 1.501647 2.420948  -0.843
C: -3.575427 1.778609 1.583288  -0.097
C: -2.541356 1.878906 3.896812  2.399
C: -1.281891 2.704268 4.202564  -1.523
C: -3.764040 2.722482 4.261376  -2.278
C: -2.559382 0.606954 4.760889  -1.699
H: -6.314592 0.558018 -1.843694  0.466
H: -5.631460 -0.374749 -0.507284  0.368
H: -4.666887 -0.054289 -1.952582  0.301
H: -6.926392 2.397541 -0.430321  0.456
H: -5.801736 3.236658 0.625185  0.423
H: -6.341596 1.591594 1.019298  0.485
H: -5.459280 2.918563 -2.329338  0.458
H: -3.812659 2.290452 -2.426003  0.136
H: -4.186972 3.622136 -1.324845  0.355
H: -2.606204 0.530759 -1.460266  1.098
H: -0.840048 1.053378 -2.554974  1.233
H: 1.223033 -2.118479 -4.559196  0.566
H: 0.512943 -4.885560 -2.141074  0.378
H: 1.221409 -4.327847 -0.613460  0.299
H: 2.075691 -5.507771 -1.609419  0.439
H: 1.587283 -4.292796 -4.356280  0.446
H: 3.103396 -4.922231 -3.722573  0.444
H: 3.059044 -3.297347 -4.394283  0.398
H: 3.365324 -2.860532 -0.678567  0.247
H: 4.037525 -2.377104 -2.242121  0.347
H: 4.144528 -4.061343 -1.716414  0.507
H: 1.788612 -0.403079 -5.907390  0.341
H: 1.690382 1.213513 -5.199499  0.374
H: 0.927079 0.877683 -6.759018  0.449
H: -0.317800 -1.856905 -6.072288  0.329
H: -1.170178 -0.548004 -6.882921  0.476
H: -1.849910 -1.266078 -5.418031  0.365
H: -0.552974 2.154105 -4.450027  0.390
H: -2.009421 1.137054 -4.502631  0.358
H: -1.266416 1.704792 -5.992873  0.481
H: -4.432598 2.299837 1.978192  0.562
H: -1.279097 3.635718 3.632096  0.371
H: -0.375515 2.147093 3.974794  0.217
H: -1.266769 2.957554 5.263670  0.505
H: -3.805682 3.649101 3.684769  0.433
H: -3.707206 2.992453 5.316015  0.421
H: -4.696709 2.173727 4.116745  0.464
H: -1.713329 -0.042981 4.550625  0.292
H: -3.482871 0.046753 4.603184  0.378
H: -2.515550 0.889137 5.814155  0.470
C: 2.638790 3.271171 3.566827  -1.413
C: 2.199257 1.850022 3.364767  0.829
N: 2.307675 1.015483 4.400526  -0.228
O: 1.730939 1.509970 2.267873  -0.650
H: 2.815442 3.513949 4.612288  0.458
H: 1.886238 3.938987 3.153235  0.311
H: 3.559952 3.422137 3.002547  0.357
H: 2.735389 1.338544 5.250923  0.236
H: 2.187076 0.007432 4.309419  0.085
C: 5.756757 -2.558551 4.159940  -1.075
N: 5.084232 -1.868432 3.063645  0.073
C: 5.795243 -1.406947 1.995720  0.031
C: 5.233305 -0.717564 0.983386  -1.062
C: 3.812301 -0.514656 1.045997  0.671
O: 3.118081 0.067983 0.180742  -0.685
N: 3.127051 -1.005355 2.113140  -0.018
C: 3.713432 -1.626694 3.162366  0.384
O: 3.093318 -1.921885 4.181875  -0.811
H: 6.531331 -3.207209 3.756212  0.389
H: 5.022834 -3.152489 4.693478  0.348
H: 6.204261 -1.846235 4.853631  0.314
H: 6.854503 -1.627282 2.022664  0.423
H: 5.809551 -0.357278 0.146740  0.509

Atoms 1-3, force components in eV/Å:
Fe 0.3630 0.2394 0.1064
C 0.0049 0.0052 -0.0076
C -0.0118 -0.0147 -0.0533

Computed properties:
- Kohn-Sham gap (alpha / beta) (eV) = 6.330 / 5.785
- 2S+1 = 6
- total charge = +1